ORCA calculation (ωB97M-V/def2-TZVPD) on a cluster of 11 separate species, C4H20BO18 in total.

Summary:
Kohn-Sham gap, eV: 10.656
Relative energy (zero: lowest compared OMol25 entry of this formula, charge and spin), eV: 0.193
Total charge: -1
LUMO, eV: 2.08

Each line ends with the Mulliken charge.
Atoms and positions in Å:
O1 0.57454 -1.69036 -1.82847  -0.5283
C1 0.22118 -1.01010 -0.90953  0.4582
O2 0.51561 -1.21257 0.36241  -0.4552
B1 -0.00336 -0.07394 1.12841  1.5162
O3 -0.70417 0.80922 0.19842  -0.6709
C2 -0.52411 0.32126 -1.00958  0.5925
O4 -0.88787 0.78929 -2.04009  -0.5201
O5 1.12297 0.61703 1.80705  -0.8131
C3 0.95744 0.59966 3.10863  0.6715
O6 1.73038 0.90821 3.96510  -0.6282
C4 -0.34383 -0.18378 3.38519  0.3390
O7 -0.89059 -0.48630 2.24288  -0.5462
O8 -0.75829 -0.51179 4.46056  -0.7383
O9 2.40727 -0.36362 -3.93681  -0.6711
H1 1.93434 -1.00213 -3.38565  0.3181
H2 1.70980 0.21545 -4.29829  0.3648
O10 4.65217 0.75143 4.47391  -0.6277
H3 3.70132 0.94770 4.46850  0.4132
H4 5.06731 1.56908 4.76473  0.3071
O11 -1.26218 -1.98421 -4.51704  -0.6606
H5 -0.84765 -1.66778 -3.70052  0.3457
H6 -0.54261 -1.99855 -5.15382  0.3013
O12 -0.02721 -4.64388 -1.09504  -0.6612
H7 0.37603 -3.85418 -1.48217  0.3600
H8 -0.82905 -4.32047 -0.66862  0.3048
O13 -2.82494 -2.59252 1.59946  -0.5993
H9 -2.41870 -2.92088 2.40955  0.3148
H10 -2.83798 -1.63721 1.71500  0.3139
O14 0.06156 0.53753 -5.21027  -0.5768
H11 0.14634 0.29510 -6.13915  0.2650
H12 -0.88741 0.66461 -5.07643  0.3008
O15 -2.86810 -1.11611 6.31885  -0.6562
H13 -2.01404 -0.92002 5.89399  0.4894
H14 -3.51852 -0.71066 5.73889  0.2756
O16 -0.81262 3.95277 -0.89247  -0.6598
H15 0.07809 4.17071 -1.18796  0.3121
H16 -0.78917 3.00022 -0.73338  0.3363
O17 3.14441 2.96827 1.88398  -0.6718
H17 3.59928 2.39578 1.25757  0.3079
H18 2.48332 2.39527 2.29357  0.3515
O18 -2.80001 2.19939 -3.73583  -0.6578
H19 -2.03490 1.83242 -3.27021  0.4697
H20 -3.05603 2.96066 -3.20530  0.3132

=====

ORCA calculation (ωB97M-V/def2-TZVPD) on a structure of composition CH8BNO8P2Si2Sn.

Summary:
Kohn-Sham gap, eV: 5.290
Relative energy (zero: lowest compared OMol25 entry of this formula, charge and spin), eV: 0.000
Total charge: +2
LUMO, eV: -11.05

Each line ends with the Mulliken charge.
Atoms and positions in Å:
N1 4.52655 -2.64083 1.33826  -0.2830
C1 3.56945 -2.38811 0.75616  0.4006
O1 2.44983 -2.12754 0.11306  -0.3562
Si1 1.85668 -0.57716 0.30645  0.1522
O2 0.26111 -0.77493 -0.25357  0.2278
Si2 -1.11602 -0.17081 0.40259  0.0236
O3 -1.79069 1.09052 -0.26831  -0.0064
B1 -1.50539 2.45769 0.11761  0.3370
O4 -2.09151 2.96960 1.22689  -0.4263
O5 -0.63496 3.14919 -0.64702  -0.4139
P1 -2.47470 -1.94937 -0.15770  0.5584
O6 -2.42660 -2.03276 -1.74088  -0.4163
O7 -3.97160 -1.61060 0.14829  -0.4323
P2 2.75862 1.00130 -1.06240  0.3104
O8 1.99396 0.88803 -2.32085  -0.5590
H1 1.77679 -0.27522 1.75251  0.0071
H2 -1.05503 -0.03619 1.87532  0.0256
H3 -1.78284 2.66177 2.08712  0.3112
H4 -0.87871 3.33776 -1.56265  0.3251
H5 -1.61584 -1.69175 -2.15948  0.4067
H6 -4.11157 -0.90546 0.80314  0.3869
H7 4.13790 0.75458 -1.14768  0.1856
H8 2.60640 2.18824 -0.32466  0.1441
Sn1 -0.48183 -3.31794 0.71781  1.0913

=====

ORCA calculation (ωB97M-V/def2-TZVPD) on a structure of composition C5H6N2O.

Summary:
Kohn-Sham gap, eV: 10.014
Relative energy (zero: lowest compared OMol25 entry of this formula, charge and spin), eV: 3.185
LUMO, eV: 0.88

Each line ends with the Mulliken charge.
Atoms and positions in Å:
C1 -0.94434 -0.49794 -0.25141  0.1131
C2 -1.63726 0.72616 -0.20079  -0.0250
C3 -0.80203 1.78120 0.24853  -0.3866
C4 0.33109 1.21039 0.57889  -0.2730
C5 1.56606 -0.86875 0.06071  0.1432
H1 -1.02857 -2.64426 -0.88144  0.2395
H2 -2.17615 0.89387 -1.17290  0.3445
H3 -2.38985 0.29830 0.58734  0.1399
H4 -1.07467 2.94648 0.20872  0.2746
H5 1.38839 1.35663 1.01365  0.3228
H6 1.48629 -1.91529 -0.38245  0.2286
N1 -1.43254 -1.44429 -1.05429  -0.6631
N2 0.28106 -0.33192 0.47148  -0.0145
O1 2.59672 -0.32608 0.26140  -0.4441

=====

ORCA calculation (ωB97M-V/def2-TZVPD) on an isolated molecule of C3H4N2O.

Summary:
Kohn-Sham gap, eV: 9.629
Relative energy (zero: lowest compared OMol25 entry of this formula, charge and spin), eV: 1.673
Structure (SMILES): Oc1ccn[nH]1
LUMO, eV: 0.65

Each line ends with the Mulliken charge.
Atoms and positions in Å:
O1 -1.95639 -0.43578 -0.76203  -0.4862
C1 -0.68690 -0.29638 -0.32406  0.3606
N1 0.37912 0.23078 -1.08061  -0.0417
N2 1.51068 0.27478 -0.27252  -0.6231
C2 1.14681 -0.20433 0.87793  -0.2547
C3 -0.23851 -0.53759 0.93753  -0.3765
H1 -2.07506 -0.02539 -1.62684  0.3456
H2 0.76620 -0.29946 -1.85157  0.2812
H3 1.91609 -0.34362 1.62012  0.4191
H4 -0.79009 -0.85261 1.80982  0.3758

=====

ORCA calculation (ωB97M-V/def2-TZVPD) on an isolated molecule of C7H8N4O2.

Summary:
Kohn-Sham gap (alpha / beta), eV: 5.751 / 5.760
Relative energy (zero: lowest compared OMol25 entry of this formula, charge and spin), eV: 9.324
LUMO (alpha / beta), eV: -1.09 / -1.09

Each line ends with the Mulliken charge.
Atoms and positions in Å:
C1 -2.03589 -0.11795 2.26639  -0.5451
C2 -0.68316 -0.25596 2.60015  -0.2277
C3 -2.38570 -0.13820 0.88125  -0.3124
C4 0.34207 -0.41004 1.67339  -0.5618
C5 -1.39652 -0.23755 -0.06429  0.2213
C6 0.01264 -0.29171 0.34186  0.2680
C7 1.31393 1.60126 -1.39897  -0.2977
N1 -1.72113 -0.12360 -1.43197  -0.0338
N2 0.93239 -0.67098 -0.69470  0.7044
N3 1.60620 0.34871 -1.36729  0.5073
N4 2.68969 -0.07053 -2.01754  -0.9354
O1 -2.86661 -0.48097 -1.73387  -0.3822
O2 1.49080 -1.82303 -0.70844  -0.9285
H1 -2.73275 0.01900 3.12919  0.3252
H2 -0.40626 -0.40560 3.70211  0.2814
H3 -3.33769 0.04823 0.46980  0.4549
H4 1.26433 -0.16799 2.15759  0.3426
H5 1.87315 2.09856 -2.14850  0.2375
H6 0.55205 2.18041 -0.97132  0.3435
H7 2.80216 -1.02699 -1.71977  0.3340
H8 2.68632 -0.07509 -2.96505  0.2046

=====

ORCA calculation (ωB97M-V/def2-TZVPD) on a structure of composition C18H43N6O6S2.

Summary:
Kohn-Sham gap, eV: 6.431
Total charge: +1
LUMO, eV: -4.48

Each line ends with the Mulliken charge.
Atoms and positions in Å:
C1 5.66071 0.23168 1.63252  -0.7502
C2 5.74815 -0.87324 0.40616  -0.4928
C3 5.97633 -0.05205 -1.03139  0.0770
C4 5.45839 -0.95587 -2.30745  -0.5484
C5 3.81108 -1.01181 -2.46350  -0.7856
N1 3.15294 0.33769 -2.13816  0.4234
C6 2.39314 0.43742 -0.83408  -0.7530
O1 2.75946 1.57944 0.01769  -0.1089
C7 1.46778 2.32860 0.16971  -0.5739
C8 3.31970 1.33126 -3.07097  -0.2739
N2 4.07277 1.14429 -4.40398  -0.3808
N3 2.75086 2.72016 -2.83260  0.2136
S1 2.05081 3.28136 -4.35313  -0.1258
S2 4.10453 3.76289 -2.47040  1.2541
C9 3.96741 4.61817 -0.76939  -0.7777
O2 5.48831 3.06582 -2.47282  -0.5785
O3 4.11222 4.92267 -3.51077  -0.6196
H1 5.08646 -0.15207 2.58266  0.3036
H2 6.78286 0.50688 1.93173  0.3080
H3 5.17737 1.25082 1.27527  0.0440
H4 6.57840 -1.68254 0.60249  0.3896
H5 4.71904 -1.46098 0.31882  0.1387
H6 5.40020 0.97052 -0.89941  -0.2552
H7 7.12779 0.25022 -1.12011  0.4110
H8 6.01420 -0.67986 -3.31944  0.2121
H9 5.80016 -2.07407 -2.06941  0.3517
H10 3.42633 -1.88493 -1.75048  0.4712
H11 3.45724 -1.33141 -3.55303  0.3414
H12 1.22754 0.35488 -1.05662  0.4015
H13 2.65520 -0.54461 -0.21128  0.2305
H14 0.93054 2.50734 -0.86751  0.2695
H15 1.63516 3.41179 0.63157  0.2204
H16 0.73664 1.75574 0.91727  0.2375
H17 3.68490 0.33880 -4.94214  0.3297
H18 5.10139 1.07075 -4.24464  0.2780
H19 3.06335 3.39471 -5.35120  0.2177
H20 2.85321 4.85445 -0.50084  0.2157
H21 4.57838 5.63601 -0.89276  0.4097
H22 4.54748 3.99239 0.03494  0.2339
C10 -2.32028 1.11532 2.16445  -1.2995
C11 -1.85201 -0.00262 1.27558  0.8434
O4 -0.84092 -0.65478 1.52534  -0.7079
N4 -2.58429 -0.28835 0.16127  0.0260
C12 -3.79041 0.35201 -0.30604  -0.9214
H23 -1.63394 1.22115 3.00937  0.3210
H24 -2.33118 2.05663 1.60856  0.3556
H25 -3.31666 0.89132 2.55501  0.3350
H26 -2.20352 -1.05324 -0.38402  0.2484
H27 -4.57486 -0.40666 -0.36715  0.2644
H28 -3.59745 0.74913 -1.30584  0.3067
H29 -4.11483 1.15972 0.35079  0.3308
C13 -7.68362 2.17497 2.87215  -1.3313
C14 -6.53646 1.26412 3.20909  0.7687
O5 -5.36624 1.62800 3.11868  -0.6212
N5 -6.82170 -0.00236 3.62649  -0.1487
C15 -8.11559 -0.61843 3.79822  -0.8487
H30 -7.29613 3.14767 2.55613  0.2868
H31 -8.26850 1.75290 2.05059  0.3782
H32 -8.31472 2.32423 3.75245  0.3781
H33 -5.99582 -0.55230 3.83354  0.2169
H34 -8.20521 -0.93302 4.84114  0.2978
H35 -8.15938 -1.49964 3.15319  0.2781
H36 -8.93498 0.05668 3.54940  0.3288
C16 -3.60861 -5.20041 -1.14101  -1.3507
C17 -2.72785 -4.21099 -0.43075  0.7853
O6 -2.44867 -3.11827 -0.91862  -0.6570
N6 -2.23177 -4.55335 0.79246  -0.1127
C18 -2.43810 -5.77534 1.53230  -0.8707
H37 -3.92435 -4.78358 -2.10161  0.2849
H38 -3.05679 -6.12494 -1.33054  0.3839
H39 -4.50105 -5.40448 -0.54319  0.3770
H40 -1.64836 -3.83421 1.20459  0.1941
H41 -2.89381 -5.51757 2.49176  0.2873
H42 -1.46138 -6.23215 1.71083  0.2955
H43 -3.07899 -6.48044 1.00205  0.3379

=====

ORCA calculation (ωB97M-V/def2-TZVPD) on a cluster of 2 separate species, C4H9O2P in total.

Summary:
Kohn-Sham gap (alpha / beta), eV: 7.110 / 7.720
Relative energy (zero: lowest compared OMol25 entry of this formula, charge and spin), eV: 4.890
LUMO (alpha / beta), eV: -0.88 / -0.70

Each line ends with the Mulliken charge.
Atoms and positions in Å:
C1 0.07370 1.38394 0.29318  0.7260
C2 -0.56970 1.61549 1.65112  -0.9214
C3 -1.12098 -2.10640 -1.29448  -0.5339
C4 1.49479 1.34019 0.14784  -0.9602
O1 -0.62625 1.16974 -0.68154  -0.5879
O2 0.27556 -1.84212 -1.31815  -0.2007
P1 1.18040 -1.44222 -0.01961  0.2483
H1 -1.12982 0.74175 2.07246  0.2361
H2 0.15890 2.00298 2.39119  0.3080
H3 -1.52034 2.42995 1.51963  0.2477
H4 -1.38565 -2.95665 -2.08570  0.2180
H5 -1.64296 -1.19501 -1.67376  0.2461
H6 -1.42408 -2.57178 -0.26162  0.2863
H7 1.82055 1.62077 -0.85988  0.3111
H8 2.17640 1.39176 0.99639  0.3488
H9 2.23949 -1.58238 -0.87706  0.0277

=====

ORCA calculation (ωB97M-V/def2-TZVPD) on a cluster of 3 separate species, C20H43BBrO4S2 in total.

Summary:
Kohn-Sham gap, eV: 7.214
Total charge: -1
LUMO, eV: 2.30

Each line ends with the Mulliken charge.
Atoms and positions in Å:
C1 -2.92301 2.39837 1.40707  -1.5614
C2 -2.10669 1.31553 0.69040  1.5733
C3 -2.07689 -0.01076 1.43492  -0.3673
C4 -1.22952 0.03003 2.70802  -0.6939
C5 0.20031 -0.49400 2.48501  0.1039
C6 1.31044 0.21142 3.25920  -0.9008
C7 1.31846 1.72741 3.13544  0.0645
C8 2.58043 2.35997 3.75213  -1.0822
C9 3.42836 3.07108 2.69578  -0.9815
C10 3.83167 2.07149 1.57908  -0.0549
C11 3.33504 2.42225 0.16816  -1.0727
C12 2.64348 1.25122 -0.54801  -0.5315
B1 3.38336 -0.20178 -0.49382  0.5098
Br1 5.40991 -0.07639 -0.81925  -0.4819
H1 -3.91876 2.44858 0.97193  0.3987
H2 -3.03463 2.17770 2.46748  0.3707
H3 -2.47228 3.38219 1.30300  0.3391
H4 -2.58867 1.15692 -0.26491  -0.8242
H5 -1.10065 1.67399 0.46853  -0.1186
H6 -1.70931 -0.75214 0.72839  -0.2121
H7 -3.10902 -0.29047 1.66006  0.5444
H8 -1.23844 1.03537 3.11651  0.2256
H9 -1.70971 -0.61439 3.44629  0.3473
H10 0.43220 -0.49806 1.42052  -0.1381
H11 0.19692 -1.54076 2.79482  0.3496
H12 1.29680 -0.06451 4.31696  0.3748
H13 2.25563 -0.16959 2.87192  0.3484
H14 1.25861 1.98714 2.07827  -0.1605
H15 0.44177 2.13263 3.63449  0.4971
H16 3.19040 1.59496 4.23247  0.3732
H17 2.29218 3.08566 4.51534  0.3799
H18 2.86428 3.91417 2.29847  0.3599
H19 4.32868 3.43287 3.19305  0.3481
H20 3.47595 1.09402 1.87811  -0.1899
H21 4.91780 2.05225 1.55837  0.6544
H22 4.14075 2.84853 -0.42442  0.4068
H23 2.60275 3.23225 0.27032  0.4038
H24 2.54859 1.53742 -1.60225  0.3214
H25 1.61617 1.14976 -0.18697  -0.0669
H26 3.22589 -0.69435 0.61857  -0.2266
H27 2.85061 -0.96320 -1.28555  -0.2947
C13 0.90776 -5.59850 -0.31311  -0.6067
C14 1.92303 -4.56031 0.18743  -0.7343
C15 1.77046 -3.30488 -0.68085  0.3786
S1 0.06610 -3.29230 -1.23652  0.9633
O1 0.02452 -3.46573 -2.66741  -0.7331
O2 -0.65427 -2.21690 -0.60185  -0.5566
C16 -0.40844 -4.84516 -0.47290  -0.7617
H28 0.80594 -6.43622 0.37679  0.3587
H29 1.22836 -5.99458 -1.27930  0.2896
H30 1.70815 -4.31623 1.23016  0.2541
H31 2.94301 -4.93894 0.14347  0.3706
H32 1.96295 -2.38370 -0.13745  -0.7569
H33 2.39985 -3.33438 -1.56712  0.4910
H34 -1.13367 -5.34885 -1.10786  0.3947
H35 -0.85367 -4.61141 0.49402  0.3488
C17 -2.98623 0.07241 -4.68574  -0.7145
C18 -3.24840 1.53028 -5.09081  -0.6436
C19 -4.46926 2.01693 -4.29675  -0.6707
S2 -4.48147 1.05783 -2.77393  1.1749
O3 -5.66038 0.22632 -2.76052  -0.6990
O4 -4.16758 1.92307 -1.66642  -0.6402
C20 -3.06094 0.04142 -3.16298  -0.6217
H36 -2.01905 -0.28006 -5.03927  0.3605
H37 -3.75753 -0.57478 -5.10985  0.3362
H38 -2.37814 2.13772 -4.83675  0.3093
H39 -3.41556 1.62938 -6.16269  0.3293
H40 -4.40762 3.07145 -4.04142  0.3546
H41 -5.40325 1.81477 -4.81746  0.3518
H42 -3.20730 -0.95241 -2.74751  0.4180
H43 -2.18719 0.50898 -2.70930  0.3198

=====

For the records above, the corresponding energy values read -1543.97045, -2200.01795, -378.75389, -301.42574, -640.73195, -2287.51674, -649.51217, -4484.10850 a.u..